# 1
C2H3NO2 | ωB97M-V with the def2-TZVPD basis set

Element x y z (Å)
H  -1.41258  -0.24317  1.03730
H  1.72963  1.44619  0.15401
H  -1.76758  -0.45371  -0.58587
N  1.38473  -0.67489  -0.04133
O  0.12641  -1.27240  -0.25948
C  -0.88556  -0.31370  0.04178
O  -0.23449  0.99566  -0.28300
C  1.05944  0.51603  -0.06340

Values from the calculation:
spin multiplicity = 1
HOMO-LUMO gap = 10.707 eV
SMILES = C1=NOCO1
HOMO energy = -9.79 eV
relative energy (zero: lowest compared OMol25 entry of this formula, charge and spin) = 76.17 kcal/mol

# 2
C2H3NO2 | ωB97M-V with the def2-TZVPD basis set

Element x y z (Å)
C  1.28501  0.66431  0.00630
H  -1.29045  0.25511  -0.26894
O  2.88263  -1.16177  -0.25097
O  -1.58394  -1.73516  0.10348
H  -3.08624  -0.25980  0.06675
N  2.00947  -0.21762  -0.07808
H  3.54765  -0.99068  0.30123
C  -1.94399  -0.60706  -0.00703

Values from the calculation:
spin multiplicity = 1
HOMO-LUMO gap = 10.342 eV
HOMO energy = -9.86 eV
relative energy (zero: lowest compared OMol25 entry of this formula, charge and spin) = 117.90 kcal/mol

# 3
C2H3NO2 | ωB97M-V with the def2-TZVPD basis set

Element x y z (Å)
O  0.75715  0.75165  1.30947
C  -0.71916  -0.80125  -0.13291
H  -1.71274  -0.35423  0.03872
C  0.09689  -0.09739  -1.13015
N  0.23296  0.20534  0.17355
H  0.05727  0.49816  -1.95987
H  -0.55700  -1.76285  0.25708
O  1.84464  1.56057  1.44410

Values from the calculation:
spin multiplicity = 1
HOMO-LUMO gap (alpha / beta) = 7.284 / 8.765 eV
HOMO energy (alpha / beta) = -8.02 / -9.10 eV
relative energy (zero: lowest compared OMol25 entry of this formula, charge and spin) = 229.66 kcal/mol

# 4
C2H3NO2 | ωB97M-V with the def2-TZVPD basis set

Element x y z (Å)
O  -0.80044  -0.65001  -1.87708
C  -0.94886  -0.14043  -0.80253
N  -0.12777  -0.40517  0.33846
H  -0.00620  -1.37471  0.60225
H  -1.76504  0.56773  -0.60941
O  1.74377  0.14136  1.53234
H  0.92539  1.37662  0.13383
C  0.91449  0.42768  0.70260

Values from the calculation:
spin multiplicity = 1
HOMO-LUMO gap = 10.932 eV
SMILES = O=CNC=O
HOMO energy = -10.61 eV
relative energy (zero: lowest compared OMol25 entry of this formula, charge and spin) = 13.87 kcal/mol

# 5
C2H3NO2 | ωB97M-V with the def2-TZVPD basis set

Element x y z (Å)
C  -0.42278  -0.49759  -0.48230
O  0.38245  -1.30928  0.71850
O  1.63998  -1.09646  0.84572
N  -0.62204  -1.53100  -1.06445
C  -0.28748  0.90592  -0.06762
H  -0.82798  1.07711  0.88238
H  0.86225  0.89122  -0.04770
H  -0.72441  1.56009  -0.78452

Values from the calculation:
spin multiplicity = 1
HOMO-LUMO gap (alpha / beta) = 8.747 / 9.029 eV
HOMO energy (alpha / beta) = -9.69 / -10.57 eV
relative energy (zero: lowest compared OMol25 entry of this formula, charge and spin) = 162.53 kcal/mol

# 6
C2H3NO2 | ωB97M-V with the def2-TZVPD basis set

Element x y z (Å)
H  -2.44998  -0.03671  0.45945
H  -1.00761  -0.37587  -1.27099
O  0.58524  -0.70364  0.02295
C  -0.74707  -0.38334  -0.20853
C  1.46553  0.31974  0.05329
O  1.20654  1.46295  -0.19553
N  -1.49934  -0.21184  0.77804
H  2.44670  -0.07128  0.36131

Values from the calculation:
spin multiplicity = 1
HOMO-LUMO gap = 11.906 eV
SMILES = [H]/N=C/OC=O
HOMO energy = -11.02 eV
relative energy (zero: lowest compared OMol25 entry of this formula, charge and spin) = 19.73 kcal/mol

# 7
C2H3NO2 | ωB97M-V with the def2-TZVPD basis set

Element x y z (Å)
H  -0.51789  -0.95108  -1.60481
H  1.57606  0.36607  1.74869
C  0.85632  0.22465  0.90734
N  0.19701  -0.78232  0.51620
O  -0.41563  0.92997  -0.98662
H  -1.60430  -0.69593  -0.16493
O  0.57887  1.35125  0.17177
C  -0.67043  -0.44262  -0.58763

Values from the calculation:
spin multiplicity = 1
HOMO-LUMO gap = 10.068 eV
SMILES = C1=NCOO1
HOMO energy = -9.78 eV
relative energy (zero: lowest compared OMol25 entry of this formula, charge and spin) = 98.05 kcal/mol

# 8
C2H3NO2S | ωB97M-V with the def2-TZVPD basis set

Element x y z (Å)
H  0.33309  1.75149  -0.04414
S  1.47574  -1.78864  0.09473
C  0.07064  0.74799  0.00059
C  1.16467  -0.06474  -0.08281
H  -0.96118  0.27362  0.13697
H  0.26401  -2.27536  -0.50130
O  3.50496  -0.15380  -0.07634
N  2.50775  0.51285  -0.04746
O  2.49127  1.70473  0.07543

Values from the calculation:
spin multiplicity = 1
HOMO-LUMO gap = 8.725 eV
SMILES = C=C(S)[N+](=O)[O-]
HOMO energy = -9.48 eV
relative energy (zero: lowest compared OMol25 entry of this formula, charge and spin) = 112.83 kcal/mol